one.
Below is a 15-piece molecular cluster, H30O15 overall, with properties calculated with ωB97M-V with the def2-TZVPD basis set.

Values from the calculation:
**Gap between HOMO and LUMO**: 9.8 eV
**LUMO energy**: -0.19 eV
**HOMO level**: -9.97 eV

Geometry (Å):
O -0.680 -3.052 0.510
O -0.321 -0.211 3.493
O -0.321 1.836 1.853
O 1.144 -2.236 2.288
O 2.875 -0.908 -2.156
O -3.159 0.749 0.243
O 3.457 1.470 -0.983
O 0.420 1.934 -2.035
O 1.653 3.472 0.044
O -3.013 1.735 -2.507
O 0.449 -2.104 -2.353
O 0.061 -0.185 0.057
O -3.151 -1.859 1.298
O 2.465 0.159 1.778
O -2.371 -1.642 -1.554
H -0.284 1.142 1.198
H 2.726 1.835 -0.568
H -0.336 0.561 2.869
H -0.086 -1.029 3.032
H -2.700 1.500 0.590
H 2.334 3.896 0.567
H 3.107 0.655 -1.326
H 2.034 -1.285 -2.246
H 0.956 2.055 -2.858
H 0.331 -3.048 -2.495
H 0.762 0.314 -0.285
H 3.428 -1.409 -2.787
H -3.445 -1.645 2.178
H -1.443 -1.887 -1.479
H 0.137 -1.583 -3.051
H -3.890 1.223 -0.214
H -2.804 -2.370 -1.142
H 2.963 0.187 2.570
H 1.645 -2.685 3.017
H -2.786 0.977 -2.031
H -2.867 -1.005 0.979
H 1.214 3.076 0.756
H 1.548 -1.383 2.215
H -1.125 2.266 1.615
H -0.126 -2.269 0.663
H 0.884 2.418 -1.358
H -1.448 -2.728 0.983
H -2.623 2.465 -2.066
H 3.038 0.639 1.238
H -0.654 -0.059 -0.562

Atomic partial charges in e from the natural (NBO) method, atoms 1 to 5:
1. O -0.984
2. O -1.015
3. O -0.950
4. O -0.961
5. O -0.973

=====

two.
Below is a 15-piece molecular cluster, H30O15 overall, with properties calculated with ωB97M-V with the def2-TZVPD basis set.

Values from the calculation:
**Gap between HOMO and LUMO**: 8.7 eV
**LUMO energy**: -0.79 eV
**HOMO level**: -9.54 eV

Geometry (Å):
O -4.396 -11.735 -8.623
O -6.891 -11.746 -10.606
O -9.139 -9.823 -8.938
O -5.959 -6.897 -10.540
O -8.744 -12.484 -8.776
O -9.017 -7.604 -11.324
O -4.661 -8.794 -11.769
O -3.499 -7.391 -8.936
O -7.997 -8.194 -6.375
O -9.827 -10.589 -6.475
O -4.914 -9.450 -7.092
O -6.444 -9.306 -9.214
O -3.035 -9.814 -9.852
O -8.351 -6.807 -8.733
O -6.784 -11.842 -7.146
H -5.287 -6.466 -9.969
H -8.099 -7.442 -5.793
H -6.251 -7.618 -9.956
H -8.109 -7.568 -8.183
H -9.437 -10.325 -7.326
H -4.987 -8.505 -7.197
H -5.208 -8.113 -11.345
H -6.514 -10.965 -10.237
H -9.937 -9.418 -9.152
H -7.900 -6.081 -8.339
H -8.351 -13.305 -8.696
H -6.734 -11.299 -6.293
H -2.720 -6.867 -9.228
H -8.323 -12.076 -7.955
H -7.171 -12.210 -9.833
H -8.490 -7.541 -10.522
H -7.383 -9.469 -9.007
H -9.176 -10.764 -9.174
H -9.574 -11.498 -6.387
H -4.585 -12.569 -9.005
H -5.930 -9.401 -8.418
H -8.368 -7.380 -12.055
H -2.403 -9.685 -9.135
H -7.945 -9.012 -5.820
H -3.729 -11.932 -7.950
H -3.366 -8.226 -9.379
H -4.389 -9.660 -6.307
H -3.711 -10.264 -9.377
H -4.108 -9.065 -11.106
H -6.095 -11.446 -7.668

Atomic partial charges in e from the natural (NBO) method, atoms 1 to 5:
1. O -0.949
2. O -0.951
3. O -0.975
4. O -0.964
5. O -0.973

=====

three.
Below is a 15-piece molecular cluster, H30O15 overall, with properties calculated with ωB97M-V with the def2-TZVPD basis set.

Values from the calculation:
**Gap between HOMO and LUMO**: 8.7 eV
**LUMO energy**: -0.64 eV
**HOMO level**: -9.39 eV

Geometry (Å):
O 0.965 -0.942 -2.744
O -2.800 2.827 -0.788
O 0.290 3.193 1.925
O 2.854 -2.858 -0.775
O -1.441 -2.424 -2.209
O -0.109 0.447 -0.017
O -2.676 -0.175 -0.911
O 0.654 -0.234 2.535
O 2.358 2.528 0.061
O -2.122 2.023 1.813
O -0.030 2.212 -2.514
O 2.831 -0.214 -0.328
O 2.904 -1.744 2.268
O 0.209 -2.469 0.014
O -2.572 -0.696 1.765
H -1.011 0.125 -0.268
H -0.484 2.659 1.670
H -2.808 -1.586 2.076
H 2.647 2.960 -0.741
H 0.125 -0.909 2.901
H -2.647 -0.483 -0.012
H 2.060 -1.405 2.053
H -3.730 3.069 -0.836
H 3.609 0.010 0.203
H 0.261 0.049 1.711
H 1.036 2.667 1.688
H 0.519 -0.252 -0.221
H 1.122 -2.625 -0.304
H -0.316 -2.422 -0.825
H -0.010 1.756 -1.688
H 3.203 -0.134 -1.182
H 2.976 -1.911 -0.597
H -2.533 2.355 2.663
H -1.961 1.059 1.880
H -2.093 -3.112 -1.951
H -2.667 2.188 -0.087
H 0.666 -0.182 -3.157
H 3.609 -3.329 -0.382
H -1.857 -1.583 -2.263
H 0.156 -1.402 -2.619
H -3.347 -0.151 1.855
H 2.218 1.589 -0.114
H -3.595 -0.097 -1.134
H 2.639 -2.637 2.413
H 0.896 2.259 -2.827

Atomic partial charges in e from the natural (NBO) method, atoms 1 to 5:
1. O -0.947
2. O -0.947
3. O -0.973
4. O -0.981
5. O -0.973

=====

four.
Below is a 15-piece molecular cluster, H30O15 overall, with properties calculated with ωB97M-V with the def2-TZVPD basis set.

Values from the calculation:
**Gap between HOMO and LUMO**: 9.6 eV
**LUMO energy**: -0.10 eV
**HOMO level**: -9.66 eV

Geometry (Å):
O 2.962 -0.628 1.686
O 0.589 -2.447 1.298
O -2.205 -0.070 -1.456
O 0.015 2.868 1.761
O 2.361 2.456 -0.353
O -1.990 -1.730 2.485
O -0.178 0.347 -3.883
O -2.437 1.348 1.462
O 2.466 -1.730 -0.869
O -2.518 -2.356 -0.150
O 0.099 -2.085 -2.136
O 0.060 0.020 0.190
O -0.359 0.417 3.524
O -0.238 2.289 -1.168
O 2.085 0.624 -2.253
H 3.759 -1.153 1.932
H -2.344 -1.561 -0.622
H -2.347 -2.110 1.627
H -3.082 -0.064 -1.096
H 3.021 -2.511 -0.758
H -2.762 -3.180 -0.653
H 2.290 1.246 -1.546
H 0.397 2.047 2.032
H -0.683 2.602 1.128
H -0.136 2.780 -2.006
H 2.264 -0.211 -1.780
H 1.638 -1.953 -1.275
H 0.536 0.006 -4.358
H -0.868 -0.069 2.898
H 0.100 0.465 -3.006
H 2.684 -1.019 0.888
H -2.829 2.008 0.929
H 0.617 2.366 -0.750
H -2.576 1.663 2.349
H 0.235 0.860 -0.244
H -0.841 -0.023 0.614
H -0.935 0.668 4.228
H 2.448 3.206 -0.950
H -0.445 -1.368 -1.779
H 3.006 2.690 0.313
H 0.423 -1.596 0.914
H -2.822 -1.432 3.022
H -1.743 0.650 -1.038
H -0.246 -2.597 1.774
H 0.528 -1.734 -2.923

Atomic partial charges in e from the natural (NBO) method, atoms 1 to 5:
1. O -0.952
2. O -0.962
3. O -0.944
4. O -0.966
5. O -0.943

=====

Of them, two has the lowest stability.

=====

one.
Below is a 15-piece molecular cluster, H30O15 overall, with properties calculated with ωB97M-V with the def2-TZVPD basis set.

Values from the calculation:
**Gap between HOMO and LUMO**: 9.7 eV
**LUMO energy**: -0.42 eV
**HOMO level**: -10.09 eV

Geometry (Å):
O -24.570 -8.145 -4.447
O -24.192 -2.983 -3.179
O -23.192 -4.990 0.856
O -26.768 -5.359 -3.265
O -24.023 -5.368 -4.337
O -21.499 -4.201 -3.467
O -22.774 -7.708 0.550
O -20.426 -6.524 1.362
O -19.712 -4.879 -0.927
O -20.428 -8.689 -0.546
O -22.575 -5.972 -1.906
O -25.189 -6.952 -1.717
O -23.116 -8.805 -2.113
O -20.352 -7.048 -2.734
O -21.510 -5.555 -5.952
H -23.661 -3.660 -3.528
H -21.805 -6.450 -2.113
H -22.799 -6.747 0.530
H -22.521 -9.394 -2.570
H -24.190 -6.258 -4.665
H -20.321 -6.213 0.456
H -25.480 -7.871 -4.498
H -20.093 -7.398 1.447
H -21.877 -5.167 -5.189
H -22.990 -4.385 1.576
H -25.899 -5.547 -2.873
H -19.258 -4.034 -0.870
H -26.619 -5.465 -4.222
H -20.350 -8.040 -1.258
H -19.487 -5.102 -1.815
H -21.861 -7.823 0.419
H -22.151 -5.354 -6.625
H -23.879 -2.100 -3.498
H -24.279 -4.706 -5.011
H -20.749 -7.547 -3.462
H -19.470 -8.809 -0.441
H -25.988 -7.489 -1.755
H -21.560 -4.530 -2.582
H -22.703 -8.541 -1.279
H -21.500 -3.279 -3.354
H -23.061 -5.861 -2.735
H -24.452 -7.527 -1.455
H -22.899 -4.527 0.070
H -19.580 -6.651 -3.057
H -24.308 -8.046 -3.534

Atomic partial charges in e from the natural (NBO) method, atoms 1 to 5:
1. O -0.969
2. O -0.948
3. O -0.939
4. O -0.956
5. O -1.008

=====

two.
Below is a 15-piece molecular cluster, H30O15 overall, with properties calculated with ωB97M-V with the def2-TZVPD basis set.

Values from the calculation:
**Gap between HOMO and LUMO**: 8.5 eV
**LUMO energy**: -0.22 eV
**HOMO level**: -8.67 eV

Geometry (Å):
O -4.186 -1.544 0.485
O 4.630 1.485 -0.949
O 3.489 -3.130 -1.215
O 4.200 0.091 0.121
O -2.163 0.912 -0.884
O 1.824 -1.998 1.153
O 0.334 0.100 -0.337
O -3.330 -2.770 -2.202
O 0.118 0.244 2.306
O -1.507 4.045 -1.729
O -2.014 2.889 1.647
O 0.029 -2.248 -1.397
O -0.917 0.863 -3.599
O 1.568 2.425 1.832
O -1.847 -1.547 4.439
H -0.675 0.737 2.545
H 2.210 3.070 2.150
H 4.426 -0.267 -0.746
H -0.902 1.616 -4.201
H -2.196 3.717 1.189
H 2.402 -2.395 1.814
H -0.166 0.642 0.284
H -0.216 -0.681 -0.463
H -1.971 -2.387 3.982
H 0.203 -2.404 -0.462
H 4.748 1.719 -0.021
H -3.858 -2.057 -2.577
H -2.938 1.330 -0.493
H 3.680 -0.608 0.534
H -1.083 -1.153 4.003
H 3.473 -3.298 -0.266
H -0.661 4.272 -2.131
H 2.788 -2.483 -1.350
H -1.276 3.420 -1.033
H 2.399 -1.864 0.390
H -1.716 1.631 -1.345
H 0.721 0.398 3.042
H -3.257 -1.530 0.229
H -4.376 -2.478 0.628
H 1.112 2.135 2.630
H 3.705 1.689 -1.126
H -0.930 -2.156 -1.445
H -2.855 2.658 2.057
H -2.812 -2.341 -1.511
H -1.817 0.525 -3.669

Atomic partial charges in e from the natural (NBO) method, atoms 1 to 5:
1. O -0.929
2. O -0.928
3. O -0.920
4. O -0.942
5. O -0.957

=====

three.
Below is a 15-piece molecular cluster, H30O15 overall, with properties calculated with ωB97M-V with the def2-TZVPD basis set.

Values from the calculation:
**Gap between HOMO and LUMO**: 10.1 eV
**LUMO energy**: -0.21 eV
**HOMO level**: -10.27 eV

Geometry (Å):
O -1.658 0.405 -3.476
O 3.554 0.180 0.379
O -0.742 0.315 3.565
O 0.551 -2.002 0.434
O 1.857 -2.263 -3.703
O 1.218 3.475 2.857
O -1.262 2.115 1.820
O -3.084 3.025 0.238
O 3.175 -0.611 -2.262
O -1.294 0.221 0.390
O 2.039 -4.144 -1.751
O -0.114 -2.612 3.263
O -3.556 0.671 1.254
O 1.015 3.223 -1.041
O -1.142 -1.757 -2.306
H 0.336 3.947 2.917
H 0.981 -2.036 -3.935
H 4.384 0.304 0.980
H -0.881 -0.054 4.428
H -1.206 -0.176 -4.179
H -4.300 1.360 1.351
H -1.601 -0.200 1.115
H 1.984 -1.614 -3.028
H 0.888 2.534 -1.797
H -2.888 3.071 -0.628
H -1.123 -1.377 -1.447
H 3.828 -1.275 -2.545
H -2.555 0.001 -3.134
H 0.090 -0.018 3.236
H 0.907 2.597 2.438
H 2.168 -3.503 -2.545
H 1.166 -2.666 0.534
H -0.958 -1.011 -2.870
H 3.726 0.232 -2.316
H -0.911 -2.442 2.899
H 1.134 -4.581 -1.748
H -0.268 -2.648 4.194
H -1.276 1.168 2.433
H -2.382 3.481 0.846
H 0.351 -1.656 1.190
H -2.214 1.828 1.664
H 0.369 3.053 -0.388
H -3.089 0.920 0.373
H 3.612 -0.533 -0.266
H -0.830 1.052 0.568

Atomic partial charges in e from the natural (NBO) method, atoms 1 to 5:
1. O -0.955
2. O -0.978
3. O -0.937
4. O -0.920
5. O -0.947

=====

Of them, two has the lowest stability.

=====

one.
Below is an isolated ion of composition C4H9O2 and charge +1, with properties calculated with ωB97M-V with the def2-TZVPD basis set.

Values from the calculation:
**Net charge**: +1
**Gap between HOMO and LUMO**: 13.0 eV
**LUMO energy**: -3.88 eV
**HOMO level**: -16.88 eV

Geometry (Å):
O -0.312 0.599 -1.049
O -0.098 -0.822 0.802
C 0.795 1.496 -0.730
C 0.812 -0.433 1.866
C -1.954 -1.314 -0.888
C -0.550 -0.407 -0.298
H 1.821 -0.525 1.556
H 0.681 0.631 2.036
H 0.590 2.047 0.175
H -1.425 -2.130 -1.376
H 1.585 0.767 -0.638
H 0.777 2.240 -1.559
H -2.517 -1.578 -0.111
H 0.415 -1.098 2.659
H -2.474 -0.719 -1.639

Atomic partial charges in e from the natural (NBO) method, atoms 1 to 5:
1. O -0.414
2. O -0.447
3. C -0.275
4. C -0.248
5. C -0.579

=====

two.
Below is a 3-piece molecular cluster, C4H9O2 overall, with properties calculated with ωB97M-V with the def2-TZVPD basis set.

Values from the calculation:
**Net charge**: +1
**Gap between HOMO and LUMO**: 10.5 eV
**LUMO energy**: -5.09 eV
**HOMO level**: -15.61 eV

Geometry (Å):
O -0.678 0.804 -0.287
O 0.257 2.487 1.291
C 0.381 0.951 0.057
C -0.772 3.106 1.320
C 1.737 0.603 0.100
C -1.036 -3.188 -0.978
H 2.017 -0.558 0.176
H -1.296 -4.127 -0.488
H -1.454 -3.188 -1.993
H 2.080 0.729 -0.915
H -1.565 2.804 0.560
H -1.431 -2.499 -0.276
H 0.036 -3.120 -1.105
H 2.409 1.126 0.683
H -0.686 4.072 1.858

Atomic partial charges in e from the natural (NBO) method, atoms 1 to 5:
1. O -0.314
2. O -0.493
3. C 0.930
4. C 0.332
5. C -0.826

=====

Of them, two has the lowest stability.